# 1
The following is a DFT calculation (wB97M-V/def2-TZVPD) of a single C31H54N8O7 molecule at a distorted geometry.

Results
total energy: -59280.41650 eV
maximum force: 1.15 eV Å⁻¹
total charge: 0
spin multiplicity: 1

Each atom is followed by the atoms it is bonded to, with distances in Å.
Geometry (Å):
1 C -1.572 6.777 4.831  H2 1.087, C3 1.524, H99 1.087, H100 1.087
2 H -2.307 6.152 5.331  C1 1.087
3 C -0.624 5.918 4.003  C1 1.524, H4 1.093, H5 1.091, C6 1.534
4 H 0.095 6.559 3.487  C3 1.093
5 H -0.070 5.267 4.681  C3 1.091
6 C -1.351 5.045 2.974  C3 1.534, C7 1.526, H11 1.094, C12 1.540
7 C -1.954 5.883 1.849  C6 1.526, H8 1.086, H9 1.088, H10 1.088
8 H -2.669 6.594 2.250  C7 1.086
9 H -1.174 6.432 1.325  C7 1.088
10 H -2.475 5.259 1.127  C7 1.088
11 H -2.144 4.495 3.490  C6 1.094
12 C -0.354 4.023 2.399  C6 1.540, N13 1.439, H66 1.094, C67 1.543
13 N -0.899 3.287 1.288  C12 1.439, C14 1.351, N17 1.327
14 C -1.971 2.464 1.292  N13 1.351, C15 1.381, H65 1.069
15 C -2.003 1.936 0.016  C14 1.381, N16 1.350, C18 1.487
16 N -0.966 2.467 -0.666  C15 1.350, N17 1.283
17 N -0.316 3.267 0.097  N13 1.327, N16 1.283
18 C -2.931 0.945 -0.590  C15 1.487, H19 1.094, H20 1.091, C21 1.535
19 H -3.881 1.431 -0.833  C18 1.094
20 H -2.483 0.611 -1.527  C18 1.091
21 C -3.210 -0.250 0.331  C18 1.535, C22 1.540, H63 1.092, H64 1.091
22 C -1.953 -0.808 1.024  C21 1.540, N23 1.436, H61 1.094, H62 1.095
23 N -0.756 -0.766 0.231  C22 1.436, C24 1.259
24 C -0.633 -1.256 -0.922  N23 1.259, N25 1.391, N43 1.403
25 N -1.520 -2.010 -1.684  C24 1.391, C26 1.372, H42 1.022
26 C -2.348 -3.010 -1.241  N25 1.372, O27 1.204, O28 1.337
27 O -2.379 -3.439 -0.116  C26 1.204
28 O -3.086 -3.427 -2.275  C26 1.337, C29 1.450
29 C -4.047 -4.500 -2.112  O28 1.450, C30 1.528, C34 1.529, C38 1.529
30 C -3.338 -5.786 -1.688  C29 1.528, H31 1.088, H32 1.086, H33 1.086
31 H -2.553 -6.031 -2.400  C30 1.088
32 H -2.894 -5.665 -0.704  C30 1.086
33 H -4.052 -6.603 -1.655  C30 1.086
34 C -5.117 -4.101 -1.096  C29 1.529, H35 1.086, H36 1.088, H37 1.087
35 H -5.884 -4.869 -1.053  C34 1.086
36 H -5.578 -3.160 -1.389  C34 1.088
37 H -4.677 -3.987 -0.109  C34 1.087
38 C -4.660 -4.658 -3.504  C29 1.529, H39 1.087, H40 1.086, H41 1.087
39 H -5.134 -3.730 -3.810  C38 1.087
40 H -5.402 -5.451 -3.495  C38 1.086
41 H -3.885 -4.903 -4.225  C38 1.087
42 H -1.381 -1.941 -2.694  N25 1.022
43 N 0.570 -0.966 -1.583  C24 1.403, C44 1.368, H60 1.013
44 C 0.754 -0.868 -2.936  N43 1.368, O45 1.212, O46 1.331
45 O -0.021 -1.284 -3.770  C44 1.212
46 O 1.920 -0.272 -3.175  C44 1.331, C47 1.455
47 C 2.349 0.010 -4.536  O46 1.455, C48 1.528, C52 1.527, C56 1.528
48 C 1.329 0.910 -5.230  C47 1.528, H49 1.086, H50 1.088, H51 1.086
49 H 0.393 0.379 -5.383  C48 1.086
50 H 1.136 1.792 -4.622  C48 1.088
51 H 1.716 1.223 -6.195  C48 1.086
52 C 2.556 -1.294 -5.303  C47 1.527, H53 1.086, H54 1.088, H55 1.086
53 H 1.612 -1.820 -5.417  C52 1.086
54 H 3.255 -1.936 -4.770  C52 1.088
55 H 2.958 -1.077 -6.288  C52 1.086
56 C 3.675 0.749 -4.357  C47 1.528, H57 1.086, H58 1.086, H59 1.086
57 H 3.523 1.639 -3.753  C56 1.086
58 H 4.399 0.111 -3.859  C56 1.086
59 H 4.068 1.040 -5.327  C56 1.086
60 H 1.260 -0.510 -0.999  N43 1.013
61 H -2.160 -1.830 1.354  C22 1.094
62 H -1.732 -0.200 1.908  C22 1.095
63 H -3.910 0.043 1.116  C21 1.092
64 H -3.689 -1.031 -0.261  C21 1.091
65 H -2.584 2.323 2.155  C14 1.069
66 H 0.525 4.558 2.027  C12 1.094
67 C 0.034 2.965 3.454  C12 1.543, O68 1.216, N69 1.348
68 O -0.655 2.784 4.440  C67 1.216
69 N 1.142 2.239 3.205  C67 1.348, C70 1.446, C93 1.453
70 C 1.971 2.246 2.021  N69 1.446, H71 1.088, H72 1.097, C73 1.534
71 H 1.731 3.072 1.355  C70 1.088
72 H 3.015 2.340 2.345  C70 1.097
73 C 1.798 0.933 1.247  C70 1.534, N74 1.445, H97 1.089, H98 1.098
74 N 2.057 -0.186 2.124  C73 1.445, C75 1.358, C91 1.447
75 C 2.687 -1.326 1.743  N74 1.358, O76 1.209, O77 1.348
76 O 2.785 -2.294 2.460  C75 1.209
77 O 3.207 -1.206 0.505  C75 1.348, C78 1.449
78 C 3.952 -2.305 -0.075  O77 1.449, C79 1.529, C83 1.528, C87 1.529
79 C 4.438 -1.756 -1.417  C78 1.529, H80 1.086, H81 1.087, H82 1.086
80 H 3.592 -1.423 -2.010  C79 1.086
81 H 5.101 -0.910 -1.254  C79 1.087
82 H 4.977 -2.529 -1.958  C79 1.086
83 C 3.026 -3.502 -0.285  C78 1.528, H84 1.086, H85 1.086, H86 1.088
84 H 2.659 -3.860 0.673  C83 1.086
85 H 3.566 -4.304 -0.779  C83 1.086
86 H 2.175 -3.213 -0.899  C83 1.088
87 C 5.148 -2.679 0.802  C78 1.529, H88 1.087, H89 1.088, H90 1.086
88 H 5.752 -3.424 0.292  C87 1.087
89 H 5.759 -1.800 0.994  C87 1.088
90 H 4.809 -3.085 1.750  C87 1.086
91 C 1.268 -0.188 3.337  N74 1.447, H92 1.090, C93 1.527, H96 1.097
92 H 1.586 -1.035 3.945  C91 1.090
93 C 1.471 1.129 4.083  N69 1.453, C91 1.527, H94 1.090, H95 1.094
94 H 0.818 1.179 4.955  C93 1.090
95 H 2.514 1.228 4.397  C93 1.094
96 H 0.208 -0.307 3.083  C91 1.097
97 H 2.505 0.913 0.419  C73 1.089
98 H 0.775 0.855 0.856  C73 1.098
99 H -2.093 7.504 4.214  C1 1.087
100 H -1.013 7.320 5.590  C1 1.087

natural (NBO) atomic charge list, values in e, 99 entries:
1. C -0.602
2. H 0.208
3. C -0.397
4. H 0.192
5. H 0.215
6. C -0.204
7. C -0.616
8. H 0.216
9. H 0.205
10. H 0.217
11. H 0.221
12. C -0.135
13. N -0.160
14. C -0.099
15. C 0.082
16. N -0.252
17. N -0.080
18. C -0.429
19. H 0.222
20. H 0.226
21. C -0.392
22. C -0.258
23. N -0.499
24. C 0.608
25. N -0.696
26. C 0.914
27. O -0.641
28. O -0.528
29. C 0.273
30. C -0.645
31. H 0.213
32. H 0.241
33. H 0.214
34. C -0.645
35. H 0.215
36. H 0.211
37. H 0.240
38. C -0.614
39. H 0.216
40. H 0.214
41. H 0.217
42. H 0.458
43. N -0.645
44. C 0.920
45. O -0.670
46. O -0.527
47. C 0.278
48. C -0.646
49. H 0.239
50. H 0.221
51. H 0.215
52. C -0.645
53. H 0.239
54. H 0.212
55. H 0.216
56. C -0.617
57. H 0.220
58. H 0.215
59. H 0.216
60. H 0.440
61. H 0.241
62. H 0.186
63. H 0.207
64. H 0.205
65. H 0.239
66. H 0.240
67. C 0.692
68. O -0.637
69. N -0.435
70. C -0.221
71. H 0.234
72. H 0.196
73. C -0.256
74. N -0.460
75. C 0.915
76. O -0.665
77. O -0.554
78. C 0.278
79. C -0.623
80. H 0.223
81. H 0.211
82. H 0.212
83. C -0.647
84. H 0.244
85. H 0.212
86. H 0.212
87. C -0.645
88. H 0.211
89. H 0.209
90. H 0.247
91. C -0.227
92. H 0.250
93. C -0.234
94. H 0.250
95. H 0.197
96. H 0.195
97. H 0.233
98. H 0.233
99. H 0.200


# 2
The following is a DFT calculation (wB97M-V/def2-TZVPD) of a single C3H6BNO2 molecule at a distorted geometry.

Results
total energy: -9469.08861 eV
maximum force: 2.97 eV Å⁻¹
total charge: 0
SMILES: CC1=N[C@H](O)BO1
spin multiplicity: 1

Each atom is followed by the atoms it is bonded to, with distances in Å.
Geometry (Å):
1 B 0.305 -0.582 1.739  C3 1.826, O6 1.385, H8 1.209
2 C -0.336 -0.322 -0.444  C4 1.504, N5 1.258, O6 1.353
3 C 0.499 1.095 1.044  B1 1.826, N5 1.445, O7 1.386, H9 1.063
4 C -0.882 -0.869 -1.734  C2 1.504, H10 1.136, H11 1.055, H12 1.085
5 N 0.107 0.850 -0.325  C2 1.258, C3 1.445
6 O -0.353 -1.123 0.647  B1 1.385, C2 1.353
7 O 1.650 1.866 1.056  C3 1.386, H13 0.936
8 H 0.152 -1.298 2.701  B1 1.209
9 H -0.349 1.584 1.459  C3 1.063
10 H -0.306 -1.822 -1.956  C4 1.136
11 H -0.491 -0.175 -2.426  C4 1.055
12 H -1.942 -0.995 -1.931  C4 1.085
13 H 1.945 1.791 0.170  O7 0.936

Partial atomic charges computed with the natural (NBO) method, in multiples of e:
1. B 0.674
2. C 0.565
3. C 0.016
4. C -0.677
5. N -0.499
6. O -0.682
7. O -0.697
8. H -0.070
9. H 0.183
10. H 0.227
11. H 0.239
12. H 0.243
13. H 0.477


# 3
The following is a DFT calculation (wB97M-V/def2-TZVPD) of 2 unconnected molecules or ions with the total composition C4H14N3 at a distorted geometry.

Results
total energy: -8838.71751 eV
maximum force: 3.45 eV Å⁻¹
total charge: +1
spin multiplicity: 1

Each atom is followed by the atoms it is bonded to, with distances in Å.
Geometry (Å):
1 C -1.367 -1.813 1.666  N2 1.523, H4 1.110, H5 1.073, H6 1.093
2 N 0.060 -1.324 1.463  C1 1.523, C3 1.464, H7 1.064, H8 1.004
3 C 0.321 0.090 1.738  N2 1.464, H9 1.092, H10 1.108, H11 1.098
4 H -1.355 -2.921 1.585  C1 1.110
5 H -1.667 -1.546 2.661  C1 1.073
6 H -2.008 -1.406 0.880  C1 1.093
7 H 0.302 -1.426 0.432  N2 1.064
8 H 0.698 -1.916 1.963  N2 1.004
9 H -0.169 0.697 0.973  C3 1.092
10 H 1.413 0.164 1.568  C3 1.108
11 H -0.029 0.436 2.720  C3 1.098
12 C -0.178 2.368 -2.125  N13 1.446, H16 1.097, H17 1.098, H18 1.095
13 N -0.144 1.054 -1.520  C12 1.446, C14 1.342, H19 0.993
14 C 0.903 0.224 -1.645  N13 1.342, N15 1.344, H20 1.112
15 N 0.976 -1.012 -1.124  C14 1.344, H21 0.995
16 H -0.669 3.089 -1.460  C12 1.097
17 H 0.855 2.683 -2.316  C12 1.098
18 H -0.726 2.335 -3.073  C12 1.095
19 H -0.929 0.674 -1.046  N13 0.993
20 H 1.745 0.643 -2.237  C14 1.112
21 H 1.968 -1.092 -1.104  N15 0.995

Partial atomic charges computed with the natural (NBO) method, in multiples of e:
1. C -0.417
2. N -0.545
3. C -0.425
4. H 0.240
5. H 0.227
6. H 0.228
7. H 0.477
8. H 0.421
9. H 0.218
10. H 0.235
11. H 0.238
12. C -0.413
13. N -0.574
14. C 0.334
15. N -0.835
16. H 0.221
17. H 0.219
18. H 0.215
19. H 0.393
20. H 0.183
21. H 0.360